Record 1
# C61H77N7O5PRbTe

C61H77N7O5PRbTe as an isolated structure in a non-equilibrium geometry (ωB97M-V/def2-TZVPD, OMol25).

```
! RIJCOSX wB97M-V def2-TZVPD def2/J DEFGRID3
* xyz 0 1
Rb 0.13 -1.29 -0.20
C -2.74 6.41 -0.33
C -2.10 5.70 0.87
C -1.08 6.63 1.54
C -3.19 5.38 1.88
C -1.37 4.44 0.40
C -1.63 3.20 0.88
C -0.95 2.05 0.36
N -1.18 0.80 0.72
C -1.71 0.40 1.89
C -1.66 1.19 3.07
C -2.17 0.74 4.25
C -2.78 -0.54 4.25
C -2.83 -1.40 3.20
C -2.24 -0.97 1.93
O -2.19 -1.71 0.92
C -3.52 -2.75 3.39
C -5.02 -2.51 3.57
C -3.34 -3.76 2.26
C -2.97 -3.43 4.66
C -2.07 1.51 5.56
C -3.49 1.83 6.07
C -1.31 2.83 5.39
C -1.34 0.66 6.61
C 0.05 2.20 -0.73
O 0.66 1.21 -1.14
C 0.33 3.58 -1.19
C -0.36 4.59 -0.61
C 1.40 3.91 -2.23
C 0.81 4.84 -3.30
C 2.01 2.70 -2.95
C 2.54 4.65 -1.52
H -3.28 7.29 0.01
H -3.44 5.75 -0.84
H -1.99 6.74 -1.05
H -1.58 7.55 1.88
H -0.28 6.92 0.86
H -0.63 6.15 2.41
H -3.70 6.30 2.18
H -2.79 4.91 2.78
H -3.95 4.71 1.46
H -2.42 3.04 1.59
H -1.13 2.12 3.03
H -3.23 -0.87 5.19
H -5.44 -2.04 2.67
H -5.23 -1.85 4.41
H -5.55 -3.45 3.73
H -3.75 -3.42 1.31
H -3.83 -4.69 2.55
H -2.28 -3.97 2.09
H -3.21 -2.88 5.57
H -1.88 -3.52 4.61
H -3.39 -4.43 4.76
H -4.03 2.44 5.34
H -3.44 2.38 7.01
H -4.07 0.93 6.25
H -1.81 3.49 4.68
H -0.29 2.66 5.05
H -1.26 3.35 6.35
H -1.88 -0.25 6.84
H -1.22 1.22 7.54
H -0.35 0.38 6.25
H -0.14 5.60 -0.92
H -0.08 4.40 -3.75
H 1.55 4.99 -4.10
H 0.55 5.82 -2.91
H 1.25 2.11 -3.45
H 2.54 2.04 -2.27
H 2.71 3.08 -3.70
H 2.19 5.55 -1.02
H 3.31 4.94 -2.24
H 3.01 4.02 -0.76
C 4.39 -2.68 -2.23
C 4.03 -3.96 -1.49
C 3.41 -3.66 -0.13
C 3.15 -4.88 -2.34
C 3.90 -5.42 -3.58
O 3.21 -4.84 -4.69
C 2.12 -4.20 -4.18
N 1.98 -4.19 -2.92
C 1.22 -3.66 -5.22
C 1.46 -4.07 -6.53
C 0.61 -3.72 -7.57
C -0.52 -2.96 -7.30
C -0.75 -2.53 -6.00
C 0.12 -2.83 -4.96
P -0.26 -2.17 -3.29
C -1.73 -3.17 -2.87
C -3.05 -2.82 -3.11
C -4.08 -3.67 -2.73
C -3.80 -4.87 -2.10
C -2.48 -5.24 -1.87
C -1.46 -4.39 -2.24
C -0.97 -0.52 -3.65
C -0.59 0.25 -4.75
C -1.08 1.53 -4.92
C -1.95 2.08 -3.99
C -2.32 1.33 -2.88
C -1.82 0.05 -2.71
H 5.11 -2.10 -1.66
H 3.50 -2.06 -2.39
H 4.84 -2.88 -3.21
H 4.96 -4.52 -1.31
H 2.49 -3.08 -0.23
H 4.07 -3.07 0.49
H 3.16 -4.58 0.41
H 2.79 -5.70 -1.71
H 3.86 -6.50 -3.69
H 4.94 -5.09 -3.62
H 2.31 -4.70 -6.74
H 0.82 -4.05 -8.57
H -1.21 -2.70 -8.08
H -1.62 -1.93 -5.79
H -3.28 -1.88 -3.60
H -5.11 -3.38 -2.92
H -4.61 -5.53 -1.80
H -2.25 -6.18 -1.39
H -0.43 -4.68 -2.07
H 0.11 -0.15 -5.48
H -0.77 2.11 -5.78
H -2.34 3.08 -4.12
H -2.97 1.75 -2.12
H -2.12 -0.49 -1.81
N -0.17 -5.04 0.65
N 0.19 -5.05 2.01
C 0.64 -3.98 2.70
N 0.98 -4.19 3.98
N 0.75 -2.86 1.99
N 1.11 -1.71 2.67
O 1.07 -1.58 3.87
O 1.42 -0.81 1.91
H 0.42 -4.40 0.12
H -1.12 -4.67 0.58
H 0.25 -5.96 2.41
H 0.73 -5.06 4.41
H 1.09 -3.37 4.56
C 5.17 1.46 -0.71
Te 3.62 0.18 -0.02
C 3.08 1.81 1.24
C 4.27 2.74 1.24
C 4.35 3.79 2.14
C 5.41 4.67 2.11
C 6.42 4.51 1.17
C 6.34 3.46 0.27
C 5.27 2.57 0.29
H 4.93 1.85 -1.70
H 6.11 0.90 -0.77
H 2.84 1.43 2.23
H 2.20 2.32 0.84
H 3.56 3.92 2.88
H 5.46 5.49 2.82
H 7.26 5.19 1.14
H 7.12 3.33 -0.48
*
```

The calculation puts the highest occupied orbital energy (alpha / beta) at -6.329 / -6.231 eV. The value obtained for the energy above the lowest of the compared OMol25 structures with the same formula, charge and spin is 0.0 kcal/mol. As for the LUMO energy (alpha / beta): -0.5 / -0.5 eV. For the HOMO-LUMO gap (alpha / beta), the calculation gives 0.21494 / 0.20917 Eh.

=====

Record 2
# C61H80ClGeIMoN6P4

C61H80ClGeIMoN6P4 as an isolated structure in a non-equilibrium geometry (ωB97M-V/def2-TZVPD, OMol25).

```
! RIJCOSX wB97M-V def2-TZVPD def2/J DEFGRID3
* xyz 3 4
Mo -0.50 1.05 -0.18
C 3.57 3.04 -2.91
C 2.56 3.31 -1.77
C 2.93 4.57 -0.98
P 2.18 1.81 -0.73
C 1.85 0.54 -2.07
N 0.97 1.07 -3.09
Ge -0.57 2.02 -2.58
N -2.13 1.42 -3.44
C -3.16 0.72 -2.72
P -2.52 0.00 -1.16
C -2.18 -1.77 -1.57
C -3.39 -2.70 -1.52
C -1.49 -1.85 -2.95
C -3.96 0.28 -0.03
C -3.61 -0.02 1.42
C -5.30 -0.34 -0.44
C -2.53 2.04 -4.62
C -3.82 1.96 -5.16
C -4.14 2.69 -6.30
C -3.21 3.50 -6.91
C -1.92 3.58 -6.39
C -1.59 2.83 -5.28
N -0.25 2.78 -4.70
C 0.62 1.81 -5.33
C 0.79 1.69 -6.70
C 1.70 0.78 -7.21
C 2.43 -0.01 -6.34
C 2.23 0.07 -4.97
C 1.32 0.98 -4.44
C 0.33 4.10 -4.54
C 1.05 4.75 -5.52
C 1.47 6.06 -5.31
C 1.13 6.70 -4.12
C 0.45 6.02 -3.12
C 0.05 4.70 -3.31
N -0.52 3.89 -2.32
C -0.47 4.45 -0.99
P -1.18 3.39 0.32
C -0.36 3.97 1.87
C -1.18 3.54 3.09
C -0.03 5.46 1.91
C -2.97 3.85 0.35
C -3.28 5.24 0.92
C -3.52 3.79 -1.08
C 3.81 1.24 0.03
C 5.00 2.19 -0.12
C 3.66 0.92 1.51
H 4.41 3.73 -2.84
H 3.09 3.19 -3.88
H 3.99 2.03 -2.91
H 1.59 3.50 -2.24
H 3.88 4.47 -0.47
H 2.17 4.85 -0.25
H 3.02 5.40 -1.68
H 1.42 -0.34 -1.53
H 2.77 0.18 -2.52
H -3.57 -0.10 -3.31
H -4.01 1.37 -2.46
H -1.46 -2.10 -0.81
H -4.19 -2.35 -2.16
H -3.77 -2.82 -0.50
H -3.09 -3.69 -1.88
H -2.22 -1.82 -3.76
H -0.97 -2.80 -3.04
H -0.77 -1.04 -3.12
H -4.06 1.37 -0.14
H -3.44 -1.09 1.56
H -4.43 0.28 2.07
H -2.71 0.51 1.74
H -5.36 -1.39 -0.17
H -5.50 -0.25 -1.51
H -6.10 0.19 0.08
H -4.58 1.35 -4.69
H -5.14 2.61 -6.70
H -3.47 4.08 -7.78
H -1.19 4.23 -6.85
H 0.19 2.30 -7.36
H 1.84 0.70 -8.28
H 3.15 -0.71 -6.73
H 2.79 -0.59 -4.32
H 1.30 4.24 -6.44
H 2.03 6.58 -6.07
H 1.42 7.73 -3.96
H 0.24 6.54 -2.19
H -1.01 5.40 -0.93
H 0.56 4.65 -0.67
H 0.58 3.42 1.87
H -2.01 4.22 3.27
H -0.55 3.57 3.98
H -1.59 2.53 3.00
H -0.91 6.09 1.78
H 0.72 5.75 1.18
H 0.38 5.69 2.90
H -3.46 3.10 0.98
H -2.74 6.03 0.38
H -3.07 5.35 1.98
H -4.34 5.43 0.78
H -3.27 4.70 -1.62
H -4.61 3.71 -1.05
H -3.12 2.97 -1.67
H 4.04 0.31 -0.51
H 4.89 3.06 0.52
H 5.20 2.51 -1.14
H 5.89 1.65 0.23
H 3.40 1.82 2.08
H 4.60 0.54 1.91
H 2.90 0.17 1.69
Cl 0.32 0.53 2.24
C -0.56 -0.31 3.55
C -0.70 0.44 4.70
C -1.30 -0.13 5.81
C -1.72 -1.45 5.76
C -1.52 -2.19 4.61
C -0.96 -1.64 3.45
P -0.47 -2.70 2.05
C 0.91 -3.61 2.89
C 1.45 -4.77 2.33
C 2.51 -5.43 2.94
C 3.07 -4.93 4.11
C 2.55 -3.77 4.66
C 1.49 -3.11 4.05
C -1.83 -3.93 1.85
C -3.11 -3.79 2.39
C -4.10 -4.73 2.12
C -3.84 -5.82 1.30
C -2.58 -5.94 0.72
C -1.60 -5.00 0.98
H -0.32 1.45 4.74
H -1.42 0.46 6.71
H -2.16 -1.91 6.63
H -1.77 -3.24 4.62
H 1.04 -5.22 1.44
H 2.90 -6.34 2.50
H 3.88 -5.46 4.60
H 2.97 -3.37 5.58
H 1.12 -2.21 4.52
H -3.36 -2.96 3.02
H -5.08 -4.61 2.56
H -4.60 -6.55 1.11
H -2.38 -6.77 0.06
H -0.65 -5.10 0.48
N 3.46 -2.30 1.22
C 4.55 -3.05 0.94
C 4.62 -3.14 -0.43
C 3.51 -2.40 -0.88
N 2.80 -1.90 0.14
H 3.10 -2.08 2.14
H 5.18 -3.44 1.72
H 5.37 -3.63 -1.02
H 3.25 -2.16 -1.90
I 1.90 -5.73 -1.47
C 1.38 -3.90 -1.06
H 1.25 -3.57 -0.03
H 1.14 -3.24 -1.88
*
```

The calculation puts the highest occupied orbital energy (alpha / beta) at -13.471 / -13.442 eV. The value obtained for the energy above the lowest of the compared OMol25 structures with the same formula, charge and spin is 46.6 kcal/mol. As for the LUMO energy (alpha / beta): -10.0 / -10.0 eV. For the HOMO-LUMO gap (alpha / beta), the calculation gives 0.12855 / 0.12749 Eh.

=====

Record 3
# C61H80N3O4PSbZr

C61H80N3O4PSbZr as an isolated structure in a non-equilibrium geometry (ωB97M-V/def2-TZVPD, OMol25).

```
! RIJCOSX wB97M-V def2-TZVPD def2/J DEFGRID3
* xyz 1 1
Zr 0.05 -0.90 -0.28
C -4.71 4.54 0.11
C -3.72 3.96 -0.90
C -4.42 3.69 -2.25
C -2.49 4.82 -1.13
C -2.54 6.20 -1.07
C -1.43 6.97 -1.39
C -0.26 6.35 -1.79
C -0.16 4.96 -1.86
C 1.15 4.35 -2.36
C 1.30 4.54 -3.87
C 2.38 4.91 -1.65
C -1.28 4.20 -1.51
N -1.28 2.78 -1.49
C -1.05 2.17 -2.56
C -1.09 0.73 -2.82
C -1.33 0.35 -4.11
C -1.70 -1.01 -4.11
C -1.66 -1.43 -2.81
N -1.24 -0.39 -1.96
C -2.15 -2.81 -2.41
C -2.09 -3.03 -0.90
C -3.62 -2.95 -2.83
C -1.35 -3.88 -3.16
H -5.45 3.78 0.39
H -5.27 5.38 -0.32
H -4.21 4.89 1.01
H -3.37 3.00 -0.53
H -4.68 4.63 -2.73
H -5.33 3.10 -2.10
H -3.77 3.12 -2.92
H -3.47 6.69 -0.79
H -1.48 8.05 -1.34
H 0.59 6.96 -2.06
H 1.12 3.27 -2.16
H 1.24 5.60 -4.13
H 0.51 4.02 -4.43
H 2.26 4.17 -4.22
H 2.54 5.97 -1.90
H 3.28 4.37 -1.96
H 2.30 4.84 -0.56
H -0.86 2.73 -3.48
H -1.31 1.01 -4.96
H -1.98 -1.61 -4.97
H -2.39 -4.05 -0.66
H -2.76 -2.35 -0.39
H -1.09 -2.91 -0.49
H -4.24 -2.15 -2.42
H -4.02 -3.91 -2.48
H -3.72 -2.93 -3.92
H -0.28 -3.79 -2.99
H -1.51 -3.77 -4.24
H -1.69 -4.88 -2.88
C 6.28 -0.42 0.57
C 5.50 -1.34 1.48
C 6.22 -2.12 2.39
C 5.60 -2.98 3.29
C 4.22 -3.06 3.32
C 3.48 -2.31 2.42
C 4.10 -1.47 1.49
P 2.93 -0.56 0.43
C 3.70 -0.19 -1.21
C 3.73 1.14 -1.63
C 4.20 1.50 -2.88
C 4.65 0.51 -3.75
C 4.64 -0.81 -3.33
C 4.17 -1.19 -2.07
C 4.23 -2.66 -1.73
C 2.82 1.05 1.25
C 3.71 1.55 2.19
C 3.47 2.79 2.78
C 2.35 3.52 2.42
C 1.46 3.01 1.49
C 1.67 1.76 0.91
C 0.72 1.18 -0.09
H 7.22 -0.14 1.05
H 5.74 0.49 0.33
H 6.52 -0.91 -0.38
H 7.30 -2.03 2.39
H 6.20 -3.56 3.98
H 3.72 -3.71 4.03
H 2.40 -2.38 2.43
H 3.42 1.93 -0.95
H 4.22 2.54 -3.18
H 5.02 0.77 -4.73
H 5.01 -1.59 -4.00
H 5.18 -3.09 -2.05
H 3.44 -3.22 -2.25
H 4.14 -2.86 -0.66
H 4.58 0.98 2.49
H 4.16 3.18 3.52
H 2.16 4.49 2.87
H 0.57 3.58 1.20
H 1.19 1.19 -1.10
H -0.17 1.80 -0.18
C -3.26 1.94 3.84
C -2.18 1.74 2.77
C -0.81 1.81 3.44
C -2.32 2.82 1.69
Sb -2.24 -0.20 1.71
C -1.75 -1.61 3.34
C -2.59 -1.38 4.60
C -2.00 -3.03 2.82
C -0.26 -1.42 3.68
C -4.34 -0.49 1.11
C -5.27 0.42 1.91
C -4.81 -1.93 1.30
C -4.37 -0.06 -0.36
H -2.85 2.61 4.61
H -3.57 1.03 4.35
H -4.16 2.42 3.44
H -0.56 2.87 3.62
H 0.00 1.39 2.85
H -0.81 1.32 4.41
H -2.22 3.81 2.17
H -3.30 2.79 1.22
H -1.57 2.75 0.90
H -3.66 -1.49 4.40
H -2.41 -0.41 5.05
H -2.32 -2.14 5.34
H -3.05 -3.21 2.60
H -1.70 -3.74 3.60
H -1.42 -3.27 1.94
H -0.10 -0.62 4.39
H 0.38 -1.22 2.82
H 0.12 -2.35 4.13
H -5.28 0.19 2.98
H -6.29 0.26 1.53
H -5.03 1.47 1.78
H -4.72 -2.26 2.34
H -4.30 -2.65 0.66
H -5.87 -1.97 1.05
H -4.12 1.00 -0.48
H -5.38 -0.22 -0.76
H -3.66 -0.62 -0.98
O 0.67 -2.67 0.79
C 1.14 -3.22 -0.27
O 1.13 -2.52 -1.33
C 1.61 -4.64 -0.23
C 2.72 -4.99 0.54
C 3.13 -6.31 0.59
C 2.41 -7.25 -0.11
C 1.31 -6.93 -0.87
C 0.91 -5.61 -0.93
N 2.85 -8.68 -0.04
O 2.14 -9.50 -0.60
O 3.86 -8.92 0.57
H 3.26 -4.24 1.10
H 3.99 -6.61 1.17
H 0.77 -7.71 -1.40
H 0.05 -5.34 -1.52
*
```

The calculation puts the highest occupied orbital energy at -10.065 eV. As for the LUMO energy: -3.0 eV. For the HOMO-LUMO gap, the calculation gives 0.26076 Eh.

=====

| no. | molecular weight (g/mol) |
| --- | --- |
| 1 | 1232.4 |
| 2 | 1352.2 |
| 3 | 1163.3 |